Entry 1:
A 7-piece molecular cluster, C7H17Cl6N5O10 overall at a distorted geometry, computed with ωB97M-V with the def2-TZVPD basis set.

Calculated values
- Relative energy (zero: lowest compared OMol25 entry of this formula, charge and spin): 9.7 kJ/mol
- Spin multiplicity: 1
- Electronic energy: -4063.74525 a.u.
- HOMO-LUMO gap: 10.0 eV

Geometry as XYZ:
```
45
C7H17Cl6N5O10 | the Open Molecules 2025 dataset | ωB97M-V with the def2-TZVPD basis set
C -9.18857 21.37073 2.99813
Cl -7.45627 21.78934 2.77077
Cl -9.28622 19.70998 3.67203
Cl -10.13116 21.37929 1.49178
H -9.58364 22.08401 3.73796
C -4.74410 17.98814 6.15380
Cl -5.89609 18.72572 4.94547
Cl -5.48884 17.93711 7.71565
Cl -3.23000 18.85860 6.20555
H -4.58797 16.92432 5.82741
C -12.49089 19.82963 8.05285
N -12.29159 18.43434 7.52470
O -11.20663 17.88767 7.71199
O -13.19252 17.88899 6.94534
H -13.00050 19.70298 8.98892
H -13.17386 20.34212 7.35174
H -11.48608 20.26024 8.12077
C -4.52491 14.86384 3.40591
N -4.27030 13.60668 2.59923
O -4.27580 13.68596 1.37360
O -4.08892 12.56356 3.20143
H -5.62086 14.85041 3.35588
H -4.09358 15.72376 2.84145
H -3.98524 14.76718 4.35715
C -5.21178 14.31279 8.64518
N -4.14643 14.11284 7.56628
O -3.87570 15.10290 6.92915
O -3.66698 13.02265 7.34868
H -6.08960 14.63688 8.12247
H -4.80024 15.08696 9.31095
H -5.32530 13.32770 9.09654
C -13.30427 14.97341 4.82115
N -12.43846 13.92064 5.43415
O -11.28365 14.21959 5.56848
O -12.95095 12.91673 5.82490
H -12.69218 15.50034 4.08998
H -13.36345 15.70858 5.63195
H -14.22774 14.55624 4.50834
C -8.94865 16.32460 5.93270
N -8.26516 15.70281 4.79951
O -7.32621 14.93989 5.01397
O -8.64454 16.02242 3.69870
H -9.55872 15.50128 6.31816
H -9.54672 17.07869 5.45479
H -8.24111 16.72045 6.67224
```

=====

Entry 2:
The molecule C7H17IN2 at a distorted geometry, computed with ωB97M-V with the def2-TZVPD basis set.

Calculated values
- Relative energy (zero: lowest compared OMol25 entry of this formula, charge and spin): 45.3 kJ/mol
- Spin multiplicity: 1
- Electronic energy: -683.98867 a.u.
- HOMO-LUMO gap (alpha / beta): 7.7 / 7.7 eV

Geometry as XYZ:
```
27
C7H17IN2 | the Open Molecules 2025 dataset | ωB97M-V with the def2-TZVPD basis set
C 1.71211 0.13468 2.39336
C 0.00263 -2.24089 -1.35023
C 1.60349 0.31235 -0.68796
C -2.11919 2.13520 -1.29650
C 0.42052 0.39061 1.56172
C 0.20578 -1.55071 0.10038
C 0.38808 -0.06757 0.11055
N -0.80484 0.49354 -0.70258
N -1.62759 1.37831 -0.20326
I -3.40083 0.45067 1.12162
H 2.11855 -0.78914 2.30201
H 1.50730 0.33890 3.42620
H 2.46904 0.93628 2.14971
H -0.00236 -3.34302 -0.94793
H -0.99530 -2.25583 -1.80712
H 0.74127 -1.98644 -2.04921
H 1.61615 1.30595 -0.49054
H 2.49829 -0.24187 -0.61128
H 1.31211 0.24627 -1.69692
H -3.17252 2.37977 -1.17012
H -1.51712 3.02473 -1.37876
H -2.05865 1.67592 -2.35429
H 0.17562 1.53600 1.49947
H -0.50990 -0.04874 2.11146
H -0.60796 -1.95091 0.71796
H 1.12974 -2.03849 0.60848
H -1.08444 -0.22558 -1.35623
```

=====

Entry 3:
The molecule C7H17N at a distorted geometry, computed with ωB97M-V with the def2-TZVPD basis set.

Calculated values
- Relative energy (zero: lowest compared OMol25 entry of this formula, charge and spin): 152.9 kJ/mol
- Spin multiplicity: 1
- Electronic energy: -331.61267 a.u.
- HOMO-LUMO gap: 10.0 eV

Geometry as XYZ:
```
25
C7H17N | the Open Molecules 2025 dataset | ωB97M-V with the def2-TZVPD basis set
C 0.03537 -0.89272 0.86092
C 0.77206 -1.28755 2.16093
C 0.40187 -2.72671 2.53112
C 0.19199 0.59418 0.55786
N -0.57315 0.81876 -0.70233
C 0.39623 1.05248 -1.77366
C -0.13791 0.84308 -3.19654
C -1.36043 2.04819 -0.58113
H 0.39608 -1.59827 0.08999
H -1.02953 -1.15784 0.86670
H 1.85698 -1.29115 1.96948
H 0.56867 -0.69562 3.05533
H 1.07048 -3.51052 2.16246
H 0.47824 -2.91720 3.60821
H -0.61736 -3.01743 2.26213
H -0.23567 1.17300 1.36571
H 1.22991 0.92550 0.48246
H 1.08423 1.91317 -1.62681
H 1.26498 0.36327 -1.72802
H 0.40170 1.39256 -3.98281
H -0.01703 -0.20078 -3.49479
H -1.18838 1.10507 -3.21475
H -2.36280 1.75338 -0.18760
H -0.96030 2.82801 0.06026
H -1.66624 2.48512 -1.54509
```

=====

Entry 4:
The molecule C7H17N at a distorted geometry, computed with ωB97M-V with the def2-TZVPD basis set.

Calculated values
- Relative energy (zero: lowest compared OMol25 entry of this formula, charge and spin): 88.2 kJ/mol
- Spin multiplicity: 1
- Electronic energy: -331.63732 a.u.
- HOMO-LUMO gap: 9.7 eV

Geometry as XYZ:
```
25
C7H17N | the Open Molecules 2025 dataset | ωB97M-V with the def2-TZVPD basis set
C -0.43523 0.01137 -1.42761
C -1.56378 -0.48636 -0.49841
C -2.54369 0.69027 -0.25030
C -2.32585 -1.70272 -1.01605
C 0.65718 0.76909 -0.68269
N 1.61243 0.01882 0.12577
C 1.93555 0.68803 1.41148
C 3.27536 0.08694 1.83255
H -0.89437 0.64629 -2.19004
H 0.02709 -0.79631 -2.01112
H -1.08109 -0.75895 0.44750
H -2.09432 1.37241 0.47081
H -3.41804 0.31081 0.27742
H -2.81447 1.20947 -1.16644
H -3.09958 -2.06144 -0.32042
H -1.66253 -2.56617 -0.98518
H -2.78681 -1.56754 -1.99708
H 1.28296 1.26592 -1.43834
H 0.23618 1.64380 -0.17583
H 1.37008 -0.94466 0.32720
H 1.18964 0.68512 2.20664
H 2.13072 1.74825 1.19292
H 3.19776 -0.92442 2.23619
H 3.99191 0.05513 1.00352
H 3.81289 0.60686 2.62749
```

=====

Entry 5:
The molecule C7H17N at a distorted geometry, computed with ωB97M-V with the def2-TZVPD basis set.

Calculated values
- Relative energy (zero: lowest compared OMol25 entry of this formula, charge and spin): 87.4 kJ/mol
- Spin multiplicity: 1
- Electronic energy: -331.63760 a.u.
- HOMO-LUMO gap: 10.2 eV

Geometry as XYZ:
```
25
C7H17N | the Open Molecules 2025 dataset | ωB97M-V with the def2-TZVPD basis set
C 0.73127 0.17173 -0.24735
C 0.34016 -1.11627 -0.97587
C -0.41860 1.24201 -0.25069
C 1.29903 -0.08177 1.14785
C -1.07416 -1.85741 -0.39655
C -1.58025 0.90952 0.67204
C 0.13846 2.62471 0.09420
N 1.41366 -2.07024 -0.95323
H 1.52682 0.61831 -0.85311
H 0.12792 -0.87435 -2.02240
H -0.78894 1.27142 -1.28210
H 1.22874 -2.84676 -1.57880
H 1.54899 -2.44779 -0.01858
H 1.56105 0.85593 1.63016
H 0.58017 -0.59329 1.78515
H 2.20543 -0.68034 1.08835
H -1.09450 -2.78586 -0.96962
H -2.05494 -1.47748 -0.66516
H -0.87891 -2.15321 0.62987
H 0.98531 2.87848 -0.54435
H -0.63639 3.37779 -0.03874
H -1.74172 -0.24556 0.60529
H -1.37960 1.24862 1.68844
H -2.50559 1.36187 0.32441
H 0.46659 2.66993 1.13077
```

=====

Entry 6:
An isolated ion of composition C7H17N2O and charge +1 at a distorted geometry, computed with ωB97M-V with the def2-TZVPD basis set.

Calculated values
- Relative energy (zero: lowest compared OMol25 entry of this formula, charge and spin): 242.3 kJ/mol
- Net charge: +1
- Spin multiplicity: 1
- Electronic energy: -461.36355 a.u.
- HOMO-LUMO gap: 10.1 eV

Geometry as XYZ:
```
27
C7H17N2O | the Open Molecules 2025 dataset | ωB97M-V with the def2-TZVPD basis set
C -0.14519 1.30581 0.75452
C 0.79149 0.28179 1.24706
C -0.37667 -0.46873 -0.62054
C 2.23685 0.90452 1.17869
C -1.21073 -1.53594 -1.16270
C 1.50670 -1.86146 0.34351
C -2.16913 1.40405 -0.59939
N 0.45168 -0.91665 0.43873
N -1.31631 0.56884 0.12329
O 0.26031 0.25423 -1.53939
H -0.61415 1.96775 1.60621
H 0.26424 2.02028 0.02226
H 0.64211 -0.05573 2.35323
H 2.35890 1.02143 0.17253
H 2.85344 0.02096 1.55513
H 2.33767 1.74885 1.83367
H -2.16514 -1.19653 -1.66267
H -1.42445 -2.41869 -0.60228
H -0.68622 -1.78615 -2.12090
H 1.30859 -2.44761 -0.54624
H 2.44233 -1.34394 0.13853
H 1.48123 -2.63758 1.10041
H -1.70043 1.54746 -1.53872
H -3.15572 0.98001 -0.69916
H -2.18462 2.49267 -0.12167
H -1.81013 -0.01714 0.85293
H 0.02333 0.16751 -2.50705
```

=====

Entry 7:
C7H17N2P as an isolated structure at a distorted geometry, computed with ωB97M-V with the def2-TZVPD basis set.

Calculated values
- Relative energy (zero: lowest compared OMol25 entry of this formula, charge and spin): 156.8 kJ/mol
- Spin multiplicity: 1
- Electronic energy: -727.59641 a.u.
- HOMO-LUMO gap: 8.6 eV

Geometry as XYZ:
```
27
C7H17N2P | the Open Molecules 2025 dataset | ωB97M-V with the def2-TZVPD basis set
C 2.40924 -0.17282 0.22524
C -2.58302 -0.62493 -2.32859
C -1.18428 -1.71893 1.87520
C 1.93552 2.07825 0.79610
C 4.23181 1.34997 1.00515
C -1.14669 -0.64917 -1.79113
C -1.13746 -0.96234 0.54639
N 2.90113 1.04394 0.51732
N -1.21452 -1.52023 -0.58388
P 1.97967 -1.55872 -0.31915
H -3.01625 -1.58810 -2.46618
H -3.40440 -0.18296 -1.71983
H -2.60953 -0.18486 -3.28796
H -0.53377 -1.08282 2.43080
H -2.28266 -1.67922 2.16731
H -0.74000 -2.70549 1.68159
H 1.70483 2.67557 -0.11098
H 0.93982 1.63508 0.95228
H 2.44797 2.77351 1.55396
H 4.25433 1.29188 2.06201
H 4.87940 0.72425 0.55003
H 4.45256 2.34881 0.70645
H -0.54303 -1.31420 -2.41974
H -0.53554 0.20370 -1.81661
H -5.14456 -0.25073 -0.03675
H -0.97392 0.11922 0.63636
H -5.08663 -0.04866 -0.82541
```

=====

Entry 8:
An isolated ion of composition C7H17N4O and charge +1 at a distorted geometry, computed with ωB97M-V with the def2-TZVPD basis set.

Calculated values
- Relative energy (zero: lowest compared OMol25 entry of this formula, charge and spin): 330.3 kJ/mol
- Net charge: +1
- Spin multiplicity: 1
- Electronic energy: -570.84677 a.u.
- HOMO-LUMO gap: 8.6 eV

Geometry as XYZ:
```
29
C7H17N4O | the Open Molecules 2025 dataset | ωB97M-V with the def2-TZVPD basis set
C 2.43835 1.34476 -0.18749
C -0.70516 -0.62529 1.06323
C 2.37525 -0.19398 0.00918
C -0.18140 -0.00018 2.37775
C -1.53607 -1.02570 -1.76754
C -0.31554 1.18469 -2.01643
C -0.94483 0.25369 -1.09701
N 1.13525 -0.67947 -0.60261
N -0.02595 -0.08168 -0.07887
N -0.26941 -0.73007 3.49871
N 0.03270 1.34011 2.45107
O 1.66516 2.02726 0.35275
H 3.16255 1.68716 -0.91402
H -0.86787 -1.67376 1.14883
H -1.70049 -0.17696 0.96595
H 3.27093 -0.79585 -0.30636
H -0.68911 -1.32159 -2.40601
H -1.90100 -1.53205 -0.95760
H -2.31725 -0.72475 -2.40718
H -0.96399 1.23273 -2.84562
H 0.64722 0.92686 -2.43996
H -0.21031 2.15694 -1.64984
H -1.90249 0.77030 -0.67651
H 1.00911 -1.79130 -0.61170
H -0.65834 -1.68120 3.39319
H -0.48560 -0.26610 4.43651
H 0.20887 1.77773 3.35145
H 2.36709 -0.26343 1.23246
H -0.22445 1.87254 1.57808
```

=====

Entry 9:
An isolated ion of composition C7H17N4O3 and charge +1 at a distorted geometry, computed with ωB97M-V with the def2-TZVPD basis set.

Calculated values
- Relative energy (zero: lowest compared OMol25 entry of this formula, charge and spin): 112.2 kJ/mol
- Net charge: +1
- Spin multiplicity: 1
- Electronic energy: -721.37787 a.u.
- HOMO-LUMO gap: 10.6 eV

Geometry as XYZ:
```
31
C7H17N4O3 | the Open Molecules 2025 dataset | ωB97M-V with the def2-TZVPD basis set
C -3.05864 0.18992 0.09319
C -2.37596 1.49218 0.55746
C 2.15426 -1.21928 -0.18089
C 3.12274 0.02116 -0.06766
C -1.23081 -1.45153 0.07323
C -0.43403 1.33752 -0.90891
C -0.19070 -0.11928 -0.16973
N -2.48615 -1.04951 0.68769
N -1.44971 1.97695 -0.43157
N 0.99910 -0.65514 -0.99982
N 3.10889 0.80347 1.20155
O -1.37108 -1.96376 -1.16796
O 0.34501 1.65920 -1.75232
O 0.14770 0.11134 1.16229
H -4.21279 0.18506 0.21710
H -2.99035 0.11367 -0.96785
H -3.24697 2.09350 0.66410
H -1.98848 1.32369 1.52889
H 2.75877 -1.94340 -0.72076
H 1.82850 -1.74774 0.62539
H 4.12134 -0.30294 -0.22623
H 2.92465 0.65881 -1.00421
H -0.81716 -2.08985 0.87605
H -2.27098 -0.88444 1.61051
H -1.51044 3.01686 -0.55570
H 1.38833 0.10206 -1.62173
H 3.29308 0.14862 1.87545
H 3.98742 1.27818 1.16879
H -2.27420 -2.22568 -1.21182
H 0.65278 -1.32181 -1.67039
H 1.07588 0.46218 1.31585
```